# 1
Below is 2 unconnected molecules or ions with the total composition C2H3BrO at a distorted geometry, with properties calculated with ωB97M-V with the def2-TZVPD basis set.

Geometry as ORCA input:
```
! wB97M-V def2-TZVPD RIJCOSX def2/J DEFGRID3
* xyz 0 1
C 0.932 -0.172 0.586
C -0.244 0.063 1.070
O -1.736 0.473 -1.079
Br -0.551 0.035 -2.231
H 1.817 -0.320 1.234
H 1.131 -0.225 -0.641
H -1.349 0.146 1.060
*
```

Results
HOMO-LUMO gap (spin up / spin down) = 0.2455 / 0.2456 Eh
LUMO energy (spin up / spin down) = -2.0761 / -2.0742 eV
E_HOMO (spin up / spin down) = -0.3218 / -0.3218 Eh
calculated total energy = -74205.77936 eV

# 2
Below is a molecular structure, H2O4S3 at a distorted geometry, with properties calculated with ωB97M-V with the def2-TZVPD basis set.

Geometry as ORCA input:
```
! wB97M-V def2-TZVPD RIJCOSX def2/J DEFGRID3
* xyz 0 3
O -1.049 0.088 -0.026
O 0.152 -2.221 0.104
O -0.874 1.191 -2.291
O 1.447 -0.031 -0.027
S -0.867 1.480 -0.855
S 2.257 -0.334 1.400
S 0.235 -0.997 -0.667
H -2.220 1.879 -0.270
H 1.325 -0.464 2.361
*
```

Results
<S²> = 2.01
HOMO-LUMO gap (spin up / spin down) = 0.2559 / 0.2492 Eh
LUMO energy (spin up / spin down) = 0.3501 / -3.1407 eV
E_HOMO (spin up / spin down) = -0.2431 / -0.3646 Eh
calculated total energy = -40721.15604 eV

# 3
Below is 2 unconnected molecules or ions with the total composition C7H8ClN3S at a distorted geometry, with properties calculated with ωB97M-V with the def2-TZVPD basis set.

Geometry as ORCA input:
```
! wB97M-V def2-TZVPD RIJCOSX def2/J DEFGRID3
* xyz 0 1
C -0.076 -0.153 0.301
C -1.181 0.609 0.888
C -0.410 -1.543 0.032
C 1.127 0.413 0.095
C -3.723 0.604 -0.390
C -2.398 -0.209 1.009
C 2.323 -0.248 -0.461
N -1.041 1.815 1.246
N 0.367 -2.386 -0.472
N -3.228 1.398 -1.175
S -2.104 -1.877 0.574
Cl -5.271 -0.041 -0.155
H 1.197 1.457 0.371
H -3.029 -0.078 1.880
H 2.344 -1.299 -0.184
H 3.229 0.260 -0.141
H 2.278 -0.212 -1.551
H -1.873 2.254 1.631
H 0.005 -3.328 -0.579
H -3.779 1.845 -1.902
*
```

Results
HOMO-LUMO gap = 0.3070 Eh
LUMO energy = -0.1813 eV
E_HOMO = -0.3136 Eh
calculated total energy = -35214.01169 eV

# 4
Below is C2H3N3O in the gas phase, with properties calculated with ωB97M-V with the def2-TZVPD basis set.

Geometry as ORCA input:
```
! wB97M-V def2-TZVPD RIJCOSX def2/J DEFGRID3
* xyz 0 1
O -2.039 -0.481 -0.668
C -0.807 -0.252 -0.276
N 0.155 -1.241 0.010
N 1.242 -0.568 0.212
N 1.202 0.765 0.094
C -0.040 1.000 -0.256
H -1.354 -0.192 0.738
H 2.088 -1.022 0.531
H -0.424 2.002 -0.383
*
```

Results
HOMO-LUMO gap (spin up / spin down) = 0.2982 / 0.2974 Eh
LUMO energy (spin up / spin down) = -0.7224 / -0.7232 eV
E_HOMO (spin up / spin down) = -0.3247 / -0.3239 Eh
calculated total energy = -8635.67754 eV

# 5
Below is 2 unconnected molecules or ions with the total composition C4H11NO at a distorted geometry, with properties calculated with ωB97M-V with the def2-TZVPD basis set.

Geometry as ORCA input:
```
! wB97M-V def2-TZVPD RIJCOSX def2/J DEFGRID3
* xyz 0 1
C 0.578 -1.726 1.205
C 1.524 -0.934 0.370
N 1.860 -1.611 -0.812
O 1.836 0.223 0.466
H 0.869 -2.773 1.333
H -0.404 -1.575 0.765
H 0.589 -1.474 2.271
H 2.335 -1.069 -1.517
H 2.141 -2.576 -0.719
C -1.456 1.703 0.369
C -1.417 1.659 -1.174
H -2.090 0.948 0.809
H -0.424 1.666 0.716
H -1.765 2.720 0.632
H -0.494 1.176 -1.502
H -2.191 1.004 -1.578
H -1.492 2.639 -1.634
*
```

Results
HOMO-LUMO gap = 0.3959 Eh
LUMO energy = 0.8751 eV
E_HOMO = -0.3637 Eh
calculated total energy = -7864.01056 eV

# 6
Below is a molecular structure, C3H8O4 at a distorted geometry, with properties calculated with ωB97M-V with the def2-TZVPD basis set.

Geometry as ORCA input:
```
! wB97M-V def2-TZVPD RIJCOSX def2/J DEFGRID3
* xyz 0 1
C 1.342 0.475 -0.578
C -0.240 0.652 1.253
O 1.264 -0.136 -1.842
O 2.315 -0.130 0.228
O -0.176 -0.186 2.107
H 1.874 -0.822 0.747
H 1.963 -0.771 -2.047
H 1.644 1.524 -0.692
H 0.002 1.716 1.344
C -2.018 -0.638 0.002
O -1.273 0.588 0.098
H 0.010 0.627 -0.490
H -3.076 -0.375 0.047
H -1.773 -1.125 -0.943
H -1.858 -1.398 0.767
*
```

Results
HOMO-LUMO gap = 0.3469 Eh
LUMO energy = 0.6361 eV
E_HOMO = -0.3236 Eh
calculated total energy = -11426.94490 eV

# 7
Below is C8H8O2S2 in the gas phase at a distorted geometry, with properties calculated with ωB97M-V with the def2-TZVPD basis set.

Geometry as ORCA input:
```
! wB97M-V def2-TZVPD RIJCOSX def2/J DEFGRID3
* xyz 0 1
C -0.415 -0.066 1.476
C -0.756 -1.275 1.003
C 1.101 2.013 1.388
C 1.226 3.146 0.723
C 0.138 1.055 0.769
C -0.405 -1.843 -0.362
C -0.448 1.717 -0.279
C 0.397 -1.218 -1.370
O -1.666 -2.585 -2.574
O -0.497 -3.325 -0.354
S 0.298 3.219 -0.677
S -1.892 -2.709 -1.126
H -0.420 -0.040 2.574
H -0.994 -2.024 1.723
H 1.700 1.731 2.317
H 1.838 4.001 0.893
H -1.018 1.464 -1.115
H -0.074 -0.423 -1.872
H 0.619 -2.102 -2.070
H 1.269 -0.737 -1.068
*
```

Results
HOMO-LUMO gap = 0.3207 Eh
LUMO energy = 0.2218 eV
E_HOMO = -0.3125 Eh
calculated total energy = -34187.69146 eV

# 8
Below is 2 unconnected molecules or ions with the total composition C3H7NO at a distorted geometry, with properties calculated with ωB97M-V with the def2-TZVPD basis set.

Geometry as ORCA input:
```
! wB97M-V def2-TZVPD RIJCOSX def2/J DEFGRID3
* xyz 0 1
N 1.334 2.110 -0.352
C 1.093 0.891 -0.371
C 0.289 -0.263 -0.791
C 1.531 -0.419 0.086
H 0.678 2.690 -0.877
H 0.347 -0.589 -1.820
H -0.678 -0.417 -0.337
H 1.393 -0.676 1.126
H 2.423 -0.847 -0.349
O -2.542 -0.774 0.958
H -3.358 -0.280 1.063
H -2.509 -1.425 1.662
*
```

Results
HOMO-LUMO gap = 0.3529 Eh
LUMO energy = 0.6778 eV
E_HOMO = -0.3280 Eh
calculated total energy = -6760.13015 eV